{"formula": "C5H28N2O8", "method": "ωB97M-V/def2-TZVPD", "homo_lumo_gap_ev": 8.77, "molar_mass_da": 244.28, "total_charge": 0, "smiles": "C=C(CCN)NC.O.O.O.O.O.O.O.O", "total_energy_ha": -918.5810, "symbols": ["C", "C", "C", "C", "N", "N", "C", "H", "H", "H", "H", "H", "H", "H", "H", "H", "H", "H", "H", "O", "H", "H", "O", "H", "H", "O", "H", "H", "O", "H", "H", "O", "H", "H", "O", "H", "H", "O", "H", "H", "O", "H", "H"], "coordinates": [[1.956, -0.348, 1.263], [0.693, -0.552, 1.755], [-0.481, -0.861, 0.929], [-0.221, -0.479, -0.617], [-1.105, -1.342, -1.481], [0.283, -0.581, 3.108], [-0.459, -1.730, 3.691], [2.133, -0.500, 0.183], [2.704, -0.293, 1.941], [-1.420, -0.542, 1.284], [-0.473, -2.030, 1.012], [-0.273, 0.551, -0.683], [0.862, -0.528, -0.964], [-1.060, -2.316, -1.098], [-2.031, -0.999, -1.347], [0.924, -0.176, 3.823], [0.106, -2.659, 3.673], [-1.450, -1.746, 3.244], [-0.639, -1.488, 4.770], [5.358, -0.514, 0.843], [4.565, -0.735, 0.372], [4.969, 0.082, 1.545], [2.215, -0.042, -2.395], [2.269, -0.966, -2.736], [1.660, 0.402, -3.068], [0.454, 0.917, -4.587], [0.228, 0.044, -4.312], [-0.284, 1.555, -4.434], [-2.440, 2.388, 2.848], [-2.037, 2.777, 3.674], [-1.949, 1.670, 2.409], [-2.666, 2.094, -0.719], [-3.273, 2.569, -1.322], [-2.120, 2.647, -0.195], [-3.206, 0.240, -2.977], [-2.649, -0.552, -2.721], [-2.746, 0.907, -2.308], [2.332, 3.508, 2.830], [3.215, 2.998, 2.801], [1.935, 3.048, 2.097], [-2.318, -2.525, -4.174], [-1.932, -2.085, -3.342], [-1.628, -1.809, -4.617]], "atomic_forces_ev_per_a": [[-3.83, -0.81, -1.36], [0.82, 0.27, 0.93], [2.36, -2.85, -3.44], [0.99, -3.36, 1.38], [1.33, 0.13, 0.37], [1.31, 0.87, 1.62], [0.04, 1.59, 0.72], [0.14, 0.62, 1.07], [2.45, 0.23, 1.84], [-1.00, 0.70, 0.47], [-0.50, 1.74, -0.47], [-1.47, 2.24, -0.68], [-1.72, -0.97, 0.69], [-0.15, 1.29, -0.50], [-0.79, -0.21, 0.69], [-0.41, -0.60, -1.27], [-0.20, -0.25, -0.38], [0.06, -0.64, -0.12], [0.22, -0.13, -0.89], [-0.39, 1.31, 1.70], [-0.53, -0.39, -0.70], [0.98, -0.92, -1.03], [-0.09, -0.97, -0.92], [0.11, 0.98, 0.40], [0.42, 0.14, 0.30], [0.13, 1.88, -0.20], [-1.00, -0.76, 0.28], [0.68, -1.28, -0.03], [-0.07, 0.66, 0.53], [-0.08, -1.31, -1.69], [0.24, 0.60, 1.13], [-1.21, -1.41, -1.48], [0.71, 0.19, 1.03], [0.40, 1.32, 0.47], [2.67, 0.86, 2.66], [-1.31, 1.23, -1.14], [-1.52, -1.67, -1.92], [2.60, -1.47, 0.04], [-1.73, 1.48, 0.53], [-0.89, -0.07, -0.58], [4.25, 4.45, 0.24], [-1.22, -1.85, -0.25], [-2.78, -2.86, -0.04]]}



{"formula": "C5H28N4O9", "method": "ωB97M-V/def2-TZVPD", "homo_lumo_gap_ev": 10.35, "molar_mass_da": 288.30, "total_charge": 0, "smiles": "NC(N)=O.NC(N)=O.CC(C)O.O.O.O.O.O.O", "total_energy_ha": -1103.5755, "symbols": ["N", "C", "N", "O", "H", "H", "H", "H", "N", "C", "N", "O", "H", "H", "H", "H", "C", "C", "C", "O", "H", "H", "H", "H", "H", "H", "H", "H", "O", "H", "H", "O", "H", "H", "O", "H", "H", "O", "H", "H", "O", "H", "H", "O", "H", "H"], "coordinates": [[-0.468, 1.416, -1.785], [0.209, 1.714, -0.646], [-0.319, 1.210, 0.507], [1.195, 2.455, -0.614], [-1.070, 0.626, -1.927], [-0.260, 2.025, -2.554], [-1.122, 0.608, 0.506], [0.078, 1.525, 1.375], [2.419, -3.497, 1.443], [1.952, -2.313, 1.924], [2.520, -1.180, 1.404], [1.004, -2.282, 2.708], [3.244, -3.551, 0.874], [2.027, -4.352, 1.788], [3.411, -1.224, 0.942], [2.253, -0.319, 1.846], [-2.137, -3.785, -0.023], [-1.757, -2.336, -0.350], [-0.472, -2.307, -1.142], [-2.755, -1.789, -1.225], [-1.363, -4.311, 0.538], [-2.257, -4.362, -0.946], [-3.088, -3.816, 0.512], [-1.687, -1.840, 0.624], [0.388, -2.680, -0.581], [-0.130, -1.294, -1.376], [-0.615, -2.879, -2.057], [-3.604, -1.764, -0.773], [-2.142, -0.572, -3.739], [-2.319, -0.951, -2.865], [-2.985, -0.606, -4.198], [3.828, 3.393, -0.376], [3.105, 2.758, -0.483], [3.666, 4.041, -1.066], [0.373, 5.313, -0.350], [0.517, 4.362, -0.454], [0.909, 5.549, 0.412], [-0.785, -0.389, 3.746], [-0.134, -0.955, 3.297], [-0.302, 0.415, 3.965], [0.946, 1.948, 3.750], [1.785, 1.573, 4.040], [1.170, 2.825, 3.421], [-1.574, 4.175, -3.195], [-1.220, 3.625, -3.900], [-2.437, 3.798, -3.000]], "atomic_forces_ev_per_a": [[0.53, 0.29, -0.10], [-0.63, -0.15, 0.74], [0.36, -0.14, -0.39], [-0.27, 0.06, -0.21], [-0.15, 0.14, 0.08], [0.06, -0.25, -0.21], [-0.07, 0.11, 0.17], [-0.02, -0.25, 0.13], [0.40, 0.00, -0.25], [-0.80, -0.03, 0.16], [0.01, -0.33, 0.17], [0.46, 0.09, -0.33], [-0.02, -0.02, -0.02], [-0.07, 0.10, 0.15], [-0.01, 0.14, -0.01], [0.03, 0.06, -0.08], [-0.05, -0.13, -0.47], [0.16, -1.47, 0.06], [0.62, 0.59, 0.31], [0.01, 0.51, 0.36], [-0.06, 0.27, 0.29], [-0.09, 0.18, -0.06], [0.09, -0.10, 0.16], [-0.01, 0.59, -0.29], [-0.29, -0.46, 0.11], [-0.40, 0.02, -0.26], [0.15, 0.04, -0.07], [0.00, -0.02, 0.01], [0.15, 0.20, 0.05], [-0.18, -0.25, -0.01], [-0.01, 0.00, -0.02], [0.21, -0.15, 0.04], [-0.15, 0.23, 0.02], [-0.04, 0.03, 0.01], [-0.07, 0.04, 0.09], [0.15, -0.05, -0.09], [0.05, 0.01, -0.01], [-0.01, 0.02, -0.19], [-0.09, -0.10, 0.20], [-0.14, 0.04, -0.05], [0.21, 0.02, -0.17], [0.02, 0.03, 0.08], [-0.05, 0.06, 0.03], [0.09, -0.07, -0.02], [-0.08, 0.08, -0.14], [-0.02, -0.01, 0.04]]}



{"formula": "C5H29N2O8", "method": "ωB97M-V/def2-TZVPD", "homo_lumo_gap_ev": 9.47, "molar_mass_da": 245.29, "total_charge": 1, "total_energy_ha": -919.0703, "symbols": ["N", "C", "C", "C", "N", "C", "C", "O", "H", "H", "H", "H", "H", "H", "H", "H", "H", "H", "H", "H", "H", "H", "H", "H", "H", "O", "H", "H", "O", "H", "H", "O", "H", "H", "O", "H", "H", "O", "H", "H", "O", "H", "H", "O"], "coordinates": [[0.077, -0.816, -1.778], [0.281, 0.395, -0.865], [-0.958, 1.263, -0.983], [0.645, -0.213, 0.457], [1.276, 0.571, 1.514], [1.059, 1.997, 1.712], [2.134, 2.900, 1.064], [1.795, 3.151, -0.324], [-0.619, -0.712, -2.550], [0.994, -1.070, -2.144], [-0.269, -1.664, -1.312], [0.974, 1.029, -1.416], [-1.022, 1.792, -1.942], [-1.956, 0.818, -1.085], [-1.055, 2.007, -0.203], [1.280, -1.063, 0.418], [-0.228, -0.734, 0.876], [2.280, 0.474, 1.423], [0.932, 2.279, 2.762], [0.154, 2.370, 1.231], [2.166, 3.861, 1.579], [3.091, 2.393, 0.988], [0.909, 3.526, -0.306], [-0.813, -0.068, -4.794], [-2.251, 0.023, -4.234], [-1.397, -0.398, -4.102], [3.318, -2.802, -0.977], [3.486, -1.357, -1.409], [2.825, -1.981, -1.087], [1.660, -0.467, 3.740], [0.564, -1.012, 4.546], [1.439, -1.270, 4.234], [-0.913, -4.461, 1.179], [-1.659, -3.198, 0.904], [-0.853, -3.659, 0.643], [-1.078, -3.922, -2.595], [-0.961, -3.636, -1.158], [-1.195, -3.173, -1.996], [-2.019, -1.532, 2.457], [-3.034, -0.483, 1.943], [-2.752, -1.397, 1.849], [-3.356, 3.742, 0.301], [-2.480, 3.159, 1.200], [-2.472, 3.338, 0.243]], "atomic_forces_ev_per_a": [[0.05, 0.00, 0.05], [-1.16, -0.23, -2.01], [-1.36, 0.36, -0.39], [-0.46, 0.29, 1.98], [0.49, 0.51, 0.04], [0.01, 1.02, -0.48], [-0.95, -0.20, -0.84], [0.06, -0.26, 0.48], [0.55, 0.45, 0.08], [-0.11, -0.33, -0.14], [0.13, 0.20, 0.14], [1.02, -0.43, 0.74], [0.89, 0.27, 0.12], [0.27, -0.90, 0.89], [0.25, -0.23, -0.22], [0.89, -0.59, -0.97], [-0.58, 0.60, -0.16], [-0.04, -0.29, 0.03], [0.26, -0.37, 0.11], [-0.31, -0.42, 0.18], [0.41, -0.09, 0.20], [0.27, 0.22, 0.46], [0.00, 0.21, -0.25], [-0.17, 0.02, -0.08], [-0.07, 0.02, -0.10], [0.14, 0.00, 0.01], [-0.10, -0.08, 0.02], [0.04, -0.02, 0.06], [0.14, 0.17, -0.23], [0.28, -0.27, -0.26], [-0.05, -0.37, 0.32], [-0.32, 0.59, -0.14], [0.34, -0.06, -0.15], [-0.18, 0.35, -0.19], [-0.24, -0.23, 0.46], [-0.19, 0.40, -0.51], [-0.39, 0.55, 0.10], [0.41, -1.21, 0.35], [-0.06, 0.25, 0.19], [0.04, 0.02, 0.09], [0.18, -0.37, -0.24], [0.14, 0.26, -1.16], [0.96, -0.36, -0.15], [-1.47, 0.53, 1.56]]}



{"formula": "C5H29N2O9", "method": "ωB97M-V/def2-TZVPD", "homo_lumo_gap_ev": 8.75, "molar_mass_da": 261.29, "total_charge": -1, "total_energy_ha": -994.5095, "symbols": ["C", "N", "C", "N", "C", "C", "C", "O", "H", "H", "H", "H", "H", "H", "H", "H", "H", "H", "H", "H", "H", "H", "H", "O", "H", "H", "O", "H", "H", "O", "H", "H", "O", "H", "H", "O", "H", "H", "O", "H", "H", "O", "H", "H", "O"], "coordinates": [[0.589, 1.035, -0.621], [-0.246, 0.147, -1.448], [-1.189, 0.661, -2.487], [-2.607, 0.357, -2.127], [1.558, 0.306, 0.191], [2.411, 1.246, 1.264], [1.494, 1.758, 2.455], [0.939, 2.989, 2.033], [-0.066, 1.627, 0.044], [1.067, 1.920, -1.051], [-0.014, -0.783, -1.562], [-1.053, 0.075, -3.443], [-1.038, 1.841, -2.646], [-2.814, -0.625, -2.171], [-2.787, 0.610, -1.136], [1.027, -0.543, 0.589], [2.460, -0.124, -0.352], [2.680, 2.155, 0.799], [3.120, 0.696, 1.883], [0.717, 1.055, 2.541], [2.121, 1.954, 3.358], [-2.706, 1.592, 3.289], [-1.859, 2.871, -0.064], [-2.810, 1.861, 2.378], [-2.684, 0.980, 1.861], [-1.947, -0.350, 0.374], [-2.513, -0.425, 0.994], [2.482, -2.436, -2.561], [1.774, -2.424, -1.177], [1.816, -1.966, -2.077], [2.914, -3.002, 0.397], [1.378, -3.025, 0.919], [2.107, -3.344, 0.054], [-2.217, -3.072, 2.616], [-2.524, -1.199, 1.604], [-1.648, -2.339, 2.523], [0.694, 2.983, 1.058], [-2.236, 2.651, -1.576], [-1.533, 2.841, -1.010], [0.667, -0.393, -3.934], [0.844, -1.785, -3.450], [0.618, -1.323, -4.253], [-0.731, -2.491, 1.894], [1.044, -1.924, 2.177], [0.701, -2.638, 1.851]], "atomic_forces_ev_per_a": [[-1.35, 1.27, -0.17], [-1.14, 3.78, -0.49], [0.17, 0.04, 0.10], [0.17, 1.57, 0.73], [4.27, -0.11, 1.35], [-3.78, -2.08, 1.76], [1.61, 0.95, -2.45], [-0.82, 1.32, -1.03], [-0.16, -0.93, 0.22], [0.30, -0.35, -1.41], [1.17, -1.85, -0.22], [0.02, 0.94, 0.91], [-0.08, -3.28, 0.02], [0.25, -0.38, -0.23], [0.21, -0.17, -0.99], [0.17, -0.32, 0.91], [-1.53, 0.30, -0.15], [1.28, 0.65, -0.70], [0.85, -0.24, -1.24], [-1.00, -1.12, 1.01], [-0.84, -0.22, -0.51], [0.12, 0.02, 0.33], [0.14, -0.02, -1.60], [0.12, -1.21, -1.17], [-0.25, 1.34, 0.77], [6.83, -0.15, -6.60], [-7.72, 0.47, 6.78], [0.56, -0.44, -0.21], [0.44, -0.41, -0.07], [-0.52, 0.39, 0.43], [1.14, 0.28, 0.28], [0.11, -0.11, -0.13], [-0.95, -0.31, -0.33], [-0.47, -1.52, -0.06], [1.39, -0.20, -0.45], [1.07, 1.54, -1.11], [0.50, -0.36, 2.04], [-2.19, -0.41, -1.03], [1.24, 1.46, 3.44], [0.10, -0.99, -0.49], [0.36, -0.55, 0.91], [-0.48, 1.62, -1.03], [-0.75, -0.34, 1.93], [3.08, 6.56, 3.11], [-3.62, -6.45, -3.18]]}